69
Properties=species:S:1:pos:R:3 method="wB97M-V/def2-TZVPD" e_lumo_ev=2.071 max_force_ev_per_a=0.106 charge=-1 relative_energy_ev=0.000 homo_lumo_gap_ev=6.07
Ag 0.92 -0.66 -0.73
Cl -4.86 -1.57 3.69
C -3.23 -1.33 3.08
C -2.23 -2.26 3.41
C -0.96 -2.08 2.95
C -0.58 -0.96 2.12
O 0.61 -0.82 1.74
C -1.65 -0.05 1.78
C -1.49 1.03 0.86
N -0.46 1.29 0.13
C -0.49 2.41 -0.68
C -0.83 3.66 -0.22
C -0.80 4.79 -1.07
C -0.43 4.68 -2.38
C -0.07 3.41 -2.89
C 0.34 3.22 -4.23
C 0.69 1.97 -4.66
C 0.63 0.90 -3.74
N 0.26 1.04 -2.50
C -0.09 2.27 -2.05
C -2.95 -0.26 2.29
H -2.48 -3.12 4.01
H -0.18 -2.80 3.18
H -2.38 1.66 0.74
H -1.09 3.78 0.82
H -1.08 5.76 -0.67
H -0.41 5.54 -3.03
H 0.38 4.07 -4.90
H 1.01 1.79 -5.68
H 0.91 -0.10 -4.05
H -3.74 0.44 2.02
Br 1.30 -5.71 1.13
C -0.27 -4.74 0.68
C -1.49 -5.19 1.17
C -2.65 -4.52 0.90
Br -4.29 -5.18 1.62
C -2.63 -3.35 0.11
C -3.77 -2.58 -0.22
C -3.65 -1.47 -0.99
C -2.37 -1.08 -1.42
N -1.29 -1.76 -1.13
C -1.38 -2.89 -0.38
C -0.11 -3.58 -0.11
O 0.98 -3.16 -0.55
H -1.51 -6.08 1.78
H -4.74 -2.89 0.16
H -4.51 -0.86 -1.25
H -2.22 -0.18 -2.01
C 3.14 2.74 -1.29
Ge 3.92 1.97 0.33
C 2.63 1.76 1.78
C 5.37 3.16 0.93
C 4.76 0.27 -0.20
Se 3.54 -1.18 -0.70
C 3.43 -2.00 1.06
H 2.42 3.53 -1.06
H 2.63 1.97 -1.86
H 3.93 3.17 -1.91
H 2.15 2.72 1.96
H 3.15 1.46 2.69
H 1.86 1.03 1.55
H 4.98 4.15 1.16
H 6.13 3.26 0.16
H 5.85 2.76 1.83
H 5.40 -0.13 0.59
H 5.40 0.46 -1.06
H 2.98 -1.30 1.76
H 4.43 -2.31 1.37
H 2.77 -2.86 0.94

***

78
Properties=species:S:1:pos:R:3 method="wB97M-V/def2-TZVPD" e_lumo_ev="-2.596 / -2.540" max_force_ev_per_a=1.013 spin_multiplicity=6 relative_energy_ev=6.595 homo_lumo_gap_ev="4.50 / 4.99"
Fe -1.22 1.94 0.65
O 1.01 3.70 0.40
S 1.64 2.13 0.25
O 2.77 2.29 -0.61
O 0.42 1.56 -0.37
C 2.06 2.24 2.03
C 3.41 2.47 2.18
C 3.96 2.61 3.45
C 3.16 2.51 4.57
C 1.80 2.29 4.41
C 1.23 2.16 3.16
S -0.53 1.89 3.17
O -1.13 3.02 2.39
O -0.96 1.77 4.52
O -0.77 0.72 2.29
H 4.04 2.53 1.31
H 5.02 2.79 3.55
H 3.58 2.61 5.56
H 1.16 2.21 5.28
Br -3.74 1.83 0.08
C -3.69 3.73 -0.18
C -4.86 4.45 -0.17
C -4.77 5.84 -0.34
C -3.55 6.49 -0.48
C -2.37 5.76 -0.48
C -1.05 6.40 -0.53
C 0.09 5.70 -0.53
C 0.08 4.20 -0.59
C -1.26 3.57 -0.39
C -2.43 4.36 -0.36
H -5.81 3.97 -0.03
H -5.68 6.42 -0.34
H -3.53 7.57 -0.57
H -1.02 7.48 -0.53
H 1.05 6.19 -0.53
H 0.43 3.90 -1.60
C -3.26 -1.49 1.51
O -3.11 -2.89 1.62
C -2.06 -3.66 1.23
O -2.14 -4.81 1.58
C -0.85 -3.15 0.47
C 0.09 -4.09 0.27
As 1.96 -3.90 -0.42
C 2.10 -5.59 -1.40
C 1.49 -2.53 -1.68
C 1.16 -1.37 -0.88
As -0.67 -1.31 -0.30
C -1.62 -1.75 -1.97
C 2.15 -0.70 -0.19
O 2.02 0.18 0.75
O 3.41 -1.01 -0.58
C 4.49 -0.44 0.15
C 1.17 -2.57 -3.10
O 0.89 -1.61 -3.78
O 1.21 -3.83 -3.61
C 0.96 -3.90 -5.02
C 0.01 -5.52 0.75
O 0.64 -5.89 1.70
O -0.58 -6.43 -0.06
C -1.38 -5.99 -1.15
H -4.23 -1.28 1.95
H -3.28 -1.17 0.46
H -2.49 -0.95 2.06
H 2.23 -6.38 -0.66
H 3.01 -5.52 -2.00
H 1.27 -5.81 -2.05
H -1.43 -2.78 -2.29
H -1.30 -1.07 -2.75
H -2.70 -1.64 -1.80
H 5.38 -0.96 -0.19
H 4.36 -0.59 1.23
H 4.58 0.63 -0.07
H 1.10 -4.95 -5.29
H 1.66 -3.27 -5.56
H -0.05 -3.58 -5.25
H -1.60 -6.88 -1.73
H -0.86 -5.27 -1.78
H -2.32 -5.56 -0.78